Record 1
# C29H51IN2O5

A cluster of 3 separate species, C29H51IN2O5 in total (ωB97M-V/def2-TZVPD, the OMol25 dataset).

```
88
Properties=species:S:1:pos:R:3:forces:R:3:lowdin_charge:R:1
C -3.243 -4.579 3.992 1.4 0.0 -0.1 -0.109
C -1.754 -4.525 3.416 -1.5 0.6 0.3 -0.249
C -1.843 -3.893 1.994 0.7 -1.0 0.0 -0.221
C -0.479 -3.781 1.234 -0.6 0.8 -0.7 -0.196
C 0.127 -2.338 1.241 0.6 -0.6 0.6 -0.189
C 0.358 -1.763 2.681 0.0 -0.1 0.4 -0.234
C -0.586 -0.580 3.065 0.3 0.6 -0.8 -0.125
C 0.048 0.517 3.913 -0.1 0.2 0.3 -0.149
C 0.952 0.506 4.902 0.1 0.0 -0.1 -0.520
I 1.942 -1.183 5.708 -0.4 1.0 -0.1 0.962
C 1.186 1.946 5.403 -1.6 -2.3 -2.2 -0.490
O 1.851 2.315 6.271 1.6 1.1 2.0 0.187
O 0.389 2.769 4.631 0.0 0.0 0.0 0.142
C -0.356 1.999 3.756 1.6 -1.9 1.4 -0.392
O -1.172 2.454 3.064 -1.5 0.8 -1.4 0.194
H -3.357 -3.705 4.663 -0.3 -0.6 -0.3 0.066
H -3.953 -4.484 3.151 0.1 -0.3 0.6 0.062
H -3.359 -5.532 4.544 -0.4 0.7 -0.2 0.066
H -1.318 -5.541 3.420 -0.1 0.6 -0.3 0.103
H -1.187 -3.905 4.139 0.0 -0.4 -0.6 0.084
H -2.392 -2.926 2.020 0.5 -0.4 0.1 0.114
H -2.486 -4.582 1.399 0.3 0.4 0.4 0.107
H 0.280 -4.519 1.568 -0.5 0.4 0.1 0.118
H -0.688 -4.039 0.172 0.3 0.2 0.6 0.079
H 1.132 -2.424 0.774 -0.7 0.2 0.0 0.093
H -0.487 -1.631 0.647 0.3 -0.5 0.2 0.111
H 0.233 -2.556 3.448 0.2 0.4 -0.6 0.061
H 1.419 -1.446 2.758 -0.7 0.0 0.0 0.077
H -1.541 -0.917 3.524 0.6 0.1 -0.1 0.133
H -0.884 -0.092 2.107 0.1 -0.1 0.7 0.120
C 0.756 -6.151 -3.656 0.3 -0.3 -0.1 -0.029
C 1.035 -4.687 -3.247 -1.4 -1.4 -0.9 -0.480
C 1.499 -3.867 -4.460 0.6 0.3 0.0 -0.140
C 2.943 -4.139 -4.864 -0.1 0.0 0.0 -0.177
C 3.870 -3.941 -3.671 -0.3 0.3 -0.2 -0.138
C 3.462 -4.783 -2.453 1.6 -1.5 -0.1 -0.485
N 2.010 -4.642 -2.116 0.3 3.0 -0.4 -0.052
O 1.857 -3.495 -1.498 -0.2 -0.9 0.4 -0.028
C 3.827 -6.259 -2.731 -0.2 -0.2 -0.2 -0.046
C 4.364 -4.405 -1.268 -0.5 0.5 0.3 -0.046
C -0.357 -4.169 -2.851 0.2 0.5 0.5 -0.047
H 0.089 -6.635 -2.939 0.0 0.1 0.0 0.087
H 0.270 -6.190 -4.634 -0.1 0.1 0.1 0.090
H 1.634 -6.783 -3.728 0.1 0.1 0.0 0.051
H 1.404 -2.797 -4.241 0.0 -0.1 0.2 0.125
H 0.844 -4.056 -5.314 -0.1 -0.1 0.2 0.122
H 3.037 -5.150 -5.272 0.0 0.0 0.0 0.107
H 3.232 -3.458 -5.668 0.0 0.0 0.0 0.114
H 4.895 -4.186 -3.963 0.0 -0.1 0.2 0.126
H 3.875 -2.878 -3.403 -0.1 -0.1 0.1 0.126
H 3.366 -6.925 -1.998 0.0 0.0 0.0 0.094
H 4.906 -6.409 -2.670 0.0 0.2 0.1 0.084
H 3.554 -6.592 -3.731 -0.1 0.0 0.1 0.060
H 4.318 -3.342 -1.027 -0.2 -0.1 0.0 0.078
H 5.408 -4.624 -1.498 -0.1 -0.1 -0.2 0.085
H 4.095 -4.973 -0.374 0.0 0.0 0.0 0.091
H -0.731 -4.677 -1.960 0.1 0.0 0.0 0.072
H -1.069 -4.353 -3.659 0.2 -0.2 -0.1 0.092
H -0.368 -3.095 -2.659 0.1 -0.1 0.1 0.082
C 0.021 6.508 -1.487 0.2 -0.3 0.2 -0.032
C -1.266 7.318 -1.210 1.9 -0.1 -1.1 -0.487
C -0.993 8.432 -0.189 -0.3 0.1 0.6 -0.142
C -0.877 7.929 1.246 0.0 0.0 -0.1 -0.178
C -2.113 7.119 1.622 0.1 0.5 -0.2 -0.136
C -2.388 5.966 0.646 0.7 -1.7 1.2 -0.481
N -2.369 6.407 -0.786 -1.7 2.4 0.8 -0.062
O -3.506 7.015 -1.029 0.3 -0.8 -0.4 -0.020
C -1.349 4.850 0.897 0.3 0.0 0.0 -0.047
C -3.723 5.307 1.026 -0.5 0.4 -0.5 -0.043
C -1.544 7.995 -2.563 -0.7 0.0 0.0 -0.051
H -0.044 5.987 -2.445 -0.1 0.1 0.0 0.086
H 0.888 7.170 -1.531 -0.1 0.1 -0.1 0.089
H 0.255 5.751 -0.746 -0.1 0.0 0.1 0.050
H -1.802 9.172 -0.225 -0.1 -0.2 -0.1 0.124
H -0.082 8.973 -0.457 0.0 -0.1 -0.2 0.120
H 0.034 7.336 1.365 0.0 -0.1 0.0 0.107
H -0.778 8.780 1.924 0.0 0.0 0.0 0.113
H -1.994 6.726 2.635 -0.1 -0.2 -0.1 0.126
H -2.977 7.792 1.655 0.0 -0.1 -0.1 0.125
H -1.362 4.109 0.094 0.0 0.1 0.0 0.098
H -1.561 4.321 1.826 -0.2 0.2 -0.1 0.053
H -0.332 5.223 1.016 0.0 0.0 -0.1 0.063
H -4.554 6.013 1.025 0.1 0.0 -0.2 0.078
H -3.670 4.894 2.034 0.3 0.0 -0.1 0.086
H -3.964 4.489 0.344 0.0 0.1 0.0 0.092
H -1.796 7.259 -3.330 0.0 0.0 0.1 0.088
H -0.657 8.534 -2.901 0.1 -0.2 0.2 0.089
H -2.355 8.721 -2.510 0.0 -0.1 0.1 0.078
```
Forces are in eV/Å.

The spin multiplicity is 3. For the HOMO energy (spin up / spin down), the calculation gives -8.5 / -9.2 eV. The gap between HOMO and LUMO (spin up / spin down) comes out at 7.85 / 8.59 eV. Its expectation value of S² is 2.008. The max |F| is 3.56 eV Å⁻¹.

=====

Record 2
# C4H12

A cluster of 2 separate species, C4H12 in total (ωB97M-V/def2-TZVPD, the OMol25 dataset).

```
16
Properties=species:S:1:pos:R:3:forces:R:3:lowdin_charge:R:1
C -0.670 -0.926 1.477 -0.4 -1.9 0.8 -0.195
C -0.022 0.321 2.157 -2.8 -2.4 1.4 -0.159
H -1.718 -1.148 1.865 1.4 0.2 0.2 0.074
H -0.901 -0.857 0.412 0.6 0.1 0.6 -0.010
H -0.007 -1.890 1.648 -1.4 1.9 -0.3 0.102
H 0.917 0.513 1.811 2.5 0.6 -1.2 0.011
H -0.675 1.172 2.051 -0.1 0.4 0.1 0.061
H 0.107 0.047 3.233 -0.3 0.5 -0.7 0.076
C 0.234 0.343 -1.091 -1.0 -0.4 0.2 -0.237
C 0.526 0.428 -2.556 1.0 -2.6 -1.2 -0.199
H 0.889 -0.430 -0.583 -1.0 0.8 -0.7 0.091
H 0.403 1.290 -0.588 -0.2 0.1 0.2 0.064
H -0.878 0.085 -1.063 1.6 0.3 0.5 0.086
H 1.582 0.766 -2.719 -1.0 -0.3 -0.3 0.072
H -0.201 0.989 -3.156 0.3 0.1 0.3 0.060
H 0.416 -0.702 -2.899 0.5 2.3 0.1 0.103
```
Forces are in eV/Å.

For the HOMO energy, the calculation gives -11.0 eV. As for the SMILES: CC.CC. The relative energy (zero: lowest compared OMol25 entry of this formula, charge and spin) comes out at 23.4 kcal per mole. The gap between HOMO and LUMO comes out at 12.08 eV. The max |F| is 3.91 eV Å⁻¹.

=====

Record 3
# C18H33N5O6

A cluster of 5 separate species, C18H33N5O6 in total (ωB97M-V/def2-TZVPD, the OMol25 dataset).

```
62
Properties=species:S:1:pos:R:3:forces:R:3:lowdin_charge:R:1
C 26.290 44.778 29.188 3.8 -1.3 -4.2 -0.182
C 26.467 44.756 27.688 -2.8 2.2 -0.3 -0.005
C 25.184 45.178 26.876 0.2 -3.5 2.2 0.034
C 23.808 45.195 27.501 5.3 1.2 5.3 -0.085
C 23.813 45.353 29.077 3.2 -0.5 -4.0 0.079
C 25.160 45.185 29.797 -3.9 0.6 2.1 -0.119
N 22.560 45.338 26.746 1.8 -1.2 2.2 -0.391
O 21.529 45.148 27.377 -0.1 0.5 -0.8 0.042
O 22.734 45.508 25.585 -1.1 0.5 -1.9 0.118
H 27.199 44.403 29.813 -1.7 1.0 -1.1 0.123
H 27.541 44.704 27.074 -3.3 -0.1 1.9 0.127
H 25.216 44.898 25.803 0.1 1.0 0.6 0.092
H 22.827 45.686 29.384 0.5 -0.2 1.0 0.068
H 25.426 45.299 30.992 -1.9 -0.1 -3.0 0.160
C 30.476 47.856 27.250 4.1 -2.0 -2.2 -0.245
O 31.089 47.859 26.139 -2.3 0.5 2.6 -0.042
N 30.221 46.636 27.867 -0.4 4.6 1.3 -0.168
C 29.629 46.677 29.225 2.4 -0.5 0.0 -0.042
C 30.470 45.387 27.271 -0.5 0.0 2.8 -0.066
H 30.533 48.759 27.921 -1.0 -0.7 -0.5 0.144
H 28.611 46.766 29.173 -2.8 0.5 -0.2 0.033
H 29.980 47.399 30.040 0.3 -0.9 -1.6 0.119
H 29.812 45.652 29.456 0.1 -0.5 1.5 0.064
H 31.440 45.028 27.182 2.3 -0.5 1.0 0.091
H 30.225 45.367 26.329 -1.8 0.7 -5.5 0.008
H 29.785 44.692 27.685 -0.2 -1.1 0.8 0.078
C 15.939 45.086 28.391 -1.2 3.1 -1.0 -0.336
O 14.750 45.294 28.454 -0.8 -0.5 -0.1 0.021
N 16.797 45.949 27.765 -0.8 -1.0 -1.6 -0.202
C 18.191 45.561 27.822 1.4 1.4 -1.9 -0.081
C 16.360 47.041 26.905 -4.5 -1.1 -0.8 -0.065
H 16.384 44.314 28.937 1.1 -1.6 0.8 0.112
H 18.274 44.465 27.779 0.4 0.4 -0.8 0.080
H 18.395 45.779 28.823 1.6 0.5 1.5 0.044
H 18.945 46.220 27.077 -2.3 -2.2 2.0 0.161
H 16.173 46.924 25.787 1.5 -0.6 1.1 0.104
H 16.940 47.842 27.169 1.4 2.3 0.0 0.043
H 15.237 47.343 27.071 2.1 -0.7 0.8 0.119
C 28.973 44.320 24.266 -2.3 5.7 -1.5 -0.336
O 28.380 45.457 24.162 1.7 -2.8 0.5 -0.071
N 30.142 44.086 23.680 1.0 -1.2 1.5 -0.159
C 30.679 42.684 23.795 1.9 3.2 -1.7 -0.010
C 30.826 45.126 22.857 -1.9 -1.4 0.6 -0.003
H 28.352 43.628 24.790 0.5 -1.6 0.4 0.120
H 29.964 42.037 23.367 -0.1 -1.1 -1.1 0.070
H 30.832 42.398 24.779 0.1 -0.3 2.2 0.048
H 31.736 42.801 23.379 -1.7 -1.0 -0.1 0.118
H 31.837 45.006 22.741 2.7 -1.5 0.3 0.048
H 30.847 46.121 23.242 -1.4 0.7 0.2 0.092
H 30.445 44.885 21.895 -0.6 1.2 -1.2 0.092
C 21.174 44.496 32.306 3.6 -4.2 1.0 -0.283
O 21.802 44.264 33.356 -0.9 0.7 -1.8 -0.007
N 21.334 43.748 31.162 2.5 0.4 1.2 -0.170
C 20.483 43.970 30.056 3.9 3.9 -0.3 -0.092
C 22.314 42.636 31.119 0.9 2.9 -2.3 -0.006
H 20.444 45.190 32.215 -2.5 2.6 -0.2 0.098
H 19.635 43.493 30.140 -5.5 -1.2 1.2 0.047
H 20.710 43.615 29.110 2.1 -1.2 -1.6 0.060
H 20.681 45.037 29.866 -2.0 0.1 -0.1 0.099
H 23.452 42.720 31.154 -1.8 0.7 -0.1 0.122
H 21.931 42.117 30.295 0.5 -1.0 -1.7 0.070
H 21.929 42.130 31.851 -0.8 -3.7 4.8 0.022
```
Forces are in eV/Å.

For the HOMO energy, the calculation gives -9.0 eV. As for the SMILES: O=[N+]([O-])c1ccccc1.CN(C)C=O.CN(C)C=O.CN(C)C=O.CN(C)C=O. The relative energy (zero: lowest compared OMol25 entry of this formula, charge and spin) comes out at 184.1 kcal per mole. The gap between HOMO and LUMO comes out at 7.89 eV. The max |F| is 7.54 eV Å⁻¹.

=====

Record 4
# C2H2IN

A cluster of 2 separate species, C2H2IN in total (ωB97M-V/def2-TZVPD, the OMol25 dataset).

```
6
Properties=species:S:1:pos:R:3:forces:R:3:lowdin_charge:R:1
C -1.239 -0.341 1.542 0.3 1.0 0.8 -0.281
C -0.228 0.076 0.656 1.1 0.8 -0.7 -0.093
N -2.037 -0.579 2.336 -0.2 -0.3 0.0 0.184
I 1.686 2.415 0.834 -1.5 -1.6 0.1 0.126
H -0.580 0.518 -0.260 0.1 0.1 -0.1 0.032
H 0.633 -0.567 0.604 0.2 0.0 -0.1 0.033
```
Forces are in eV/Å.

For the HOMO energy (spin up / spin down), the calculation gives -9.9 / -9.9 eV. The relative energy (zero: lowest compared OMol25 entry of this formula, charge and spin) comes out at 41.5 kcal per mole. The gap between HOMO and LUMO (spin up / spin down) comes out at 6.42 / 6.42 eV. The max |F| is 2.25 eV Å⁻¹.